No. 1
Density functional theory data (ωB97M-V/def2-TZVPD) for a molecular structure, C4H4HgO5.

Positions of all 14 atoms, in Å:
O -0.370 -1.457 0.509
C -0.312 -0.251 -0.031
C 0.313 -1.705 1.743
O 0.850 0.345 -0.257
O 0.982 0.503 1.290
C 1.429 -0.702 1.868
H 0.675 -2.740 1.701
H -0.419 -1.617 2.558
H 2.359 -1.031 1.377
H 1.651 -0.469 2.919
Hg -1.187 1.526 -2.811
O -1.290 0.212 -0.627
C -2.130 3.341 -4.736
O -2.551 4.044 -5.503

Results
net charge: +1
HOMO-LUMO gap (alpha / beta): 9.79 / 7.66 eV
E: -18612.97577 eV
2S+1: 2
relative energy (zero: lowest compared OMol25 entry of this formula, charge and spin): 53.1 kcal/mol
molecular weight: 332.66 u



No. 2
Density functional theory data (ωB97M-V/def2-TZVPD) for a molecular structure, CH3Br2OP.

Positions of all 8 atoms, in Å:
C -1.435 -0.014 -0.077
O -0.659 -1.041 -0.327
P 1.989 -0.208 -0.777
Br 1.581 1.515 0.394
Br 3.184 -1.280 0.670
H -1.673 -0.013 0.997
H -2.204 0.087 -0.887
H -0.784 0.955 0.007

Results
net charge: 0
HOMO-LUMO gap (alpha / beta): 6.19 / 6.19 eV
E: -152504.03028 eV
relative energy (zero: lowest compared OMol25 entry of this formula, charge and spin): 111.2 kcal/mol
molecular weight: 221.82 u



No. 3
Density functional theory data (ωB97M-V/def2-TZVPD) for a molecular structure, C5H8N4.

Positions of all 17 atoms, in Å:
C -1.894 1.004 -2.079
C 0.197 1.904 -1.093
C 0.562 -0.953 0.896
C 1.579 -0.296 1.755
C 0.026 -2.170 1.333
H -1.788 -0.143 -2.054
H -2.713 1.010 -1.317
H -2.233 1.395 -3.164
H 0.883 2.691 -0.891
H 1.646 1.288 0.203
H 1.425 1.126 1.609
H 1.613 -0.711 3.091
H 2.636 -0.644 1.319
N -0.586 1.904 -2.069
N 0.358 1.099 0.053
N -0.110 -0.103 0.099
N -0.274 -3.321 1.392

Results
net charge: 0
HOMO-LUMO gap: 8.59 eV
E: -11267.13135 eV
relative energy (zero: lowest compared OMol25 entry of this formula, charge and spin): 171.1 kcal/mol
molecular weight: 124.15 u



No. 4
Density functional theory data (ωB97M-V/def2-TZVPD) for a single C4H4N2S molecule.

Positions of all 11 atoms, in Å:
C 0.988 -1.364 -0.313
C 0.245 -0.117 -0.022
N 0.437 1.020 -0.730
C -0.642 1.868 -0.372
N -1.591 1.362 0.375
C -1.059 0.161 0.834
S -1.823 -0.992 1.893
H 0.594 -2.557 -0.334
H 1.586 -1.093 -1.307
H 1.917 -1.284 0.584
H -0.652 2.997 -0.609

Results
net charge: 0
HOMO-LUMO gap: 6.97 eV
E: -18024.85092 eV
SMILES string: CC1=NC=NC1=S
relative energy (zero: lowest compared OMol25 entry of this formula, charge and spin): 78.2 kcal/mol
molecular weight: 112.16 u



No. 5
Density functional theory data (ωB97M-V/def2-TZVPD) for 2 unconnected molecules or ions with the total composition C2H6O2.

Positions of all 10 atoms, in Å:
C -0.437 2.845 0.471
O -0.329 2.440 -0.655
H -1.079 2.393 1.248
H 0.117 3.743 0.792
C 0.136 -2.278 -0.472
O 1.006 -1.359 0.228
H 0.758 -2.785 -1.200
H -0.329 -2.871 0.310
H -0.672 -1.707 -0.936
H 0.830 -0.421 0.215

Results
net charge: 0
HOMO-LUMO gap: 10.87 eV
E: -6264.57453 eV
SMILES string: C=O.CO
relative energy (zero: lowest compared OMol25 entry of this formula, charge and spin): 38.7 kcal/mol
molecular weight: 62.07 u



No. 6
Density functional theory data (ωB97M-V/def2-TZVPD) for a single C3H5ClS molecule.

Positions of all 10 atoms, in Å:
S -2.021 0.029 1.106
C -1.034 -0.111 -0.433
C 0.326 0.468 -0.223
C 1.458 -0.182 -0.198
Cl 2.967 0.606 0.207
H -0.991 -0.483 1.853
H -1.671 0.577 -1.041
H -1.033 -1.125 -0.986
H 0.390 1.494 0.092
H 1.609 -1.273 -0.377

Results
net charge: 0
HOMO-LUMO gap: 10.18 eV
E: -26548.81232 eV
SMILES string: SC/C=C/Cl
relative energy (zero: lowest compared OMol25 entry of this formula, charge and spin): 3.7 kcal/mol
molecular weight: 108.59 u